(1)
Density functional theory data (ωB97M-V with the def2-TZVPD basis set) for the ion C3H9NS2 with charge +1 in a non-equilibrium geometry.

Results
LUMO level (alpha / beta) in eV: -4.2 / -8.1
Total charge: +1
Maximum force in eV/Å: 3.24
⟨S²⟩: 0.757
Energy relative to the best compared isomer or geometry (same formula, charge and spin) in eV: 1.010
E_tot in Eh: -970.4930
HOMO-LUMO gap (alpha / beta) in eV: 10.0 / 5.4
2S+1: 2

Cartesian coordinates (Å):
H -0.273 -1.391 0.617
S -0.917 0.656 1.941
S -1.481 -0.697 3.392
C 0.171 -0.380 0.854
H 0.482 -1.196 -2.060
H 1.163 0.430 -2.419
H -1.061 1.727 -1.513
H 1.217 -0.562 1.156
C 0.289 0.394 -0.448
N -0.992 0.757 -0.980
H -0.984 -0.077 4.503
C 1.030 -0.332 -1.677
H 1.995 -0.812 -1.534
H 0.674 1.431 -0.227
H -1.314 0.051 -1.605

Force components x, y, z for each atom (eV/Å):
H 0.078 1.041 0.593
S 0.715 -1.203 0.228
S 0.596 0.353 -0.496
C -0.033 -1.220 -1.447
H -0.739 0.417 0.024
H -0.079 0.186 -0.560
H 0.376 -2.751 1.661
H -0.656 0.232 0.973
C 0.797 1.504 -1.490
N -1.359 2.738 -0.754
H -0.351 0.225 -0.495
C 0.307 -0.198 1.521
H 0.386 0.490 0.723
H 0.755 -1.307 -0.072
H -0.792 -0.508 -0.410


(2)
Density functional theory data (ωB97M-V with the def2-TZVPD basis set) for a cluster of 2 separate species, C3H9O in total.

Results
LUMO level in eV: 4.1
Total charge: -1
Maximum force in eV/Å: 0.88
Energy relative to the best compared isomer or geometry (same formula, charge and spin) in eV: 0.132
E_tot in Eh: -194.9097
HOMO-LUMO gap in eV: 6.2
2S+1: 1

Cartesian coordinates (Å):
H 0.057 -0.956 -1.122
H -1.872 0.154 0.897
C -0.145 -0.239 -0.329
H -1.953 -1.378 0.107
O 1.777 2.203 -1.570
H 1.716 -0.796 0.621
H 0.732 0.316 1.567
H 0.163 0.721 -0.765
H 0.331 -1.417 1.448
C -1.651 -0.339 -0.057
C 0.691 -0.540 0.894
H 2.417 2.173 -0.848
H -2.262 0.099 -0.843

Force components x, y, z for each atom (eV/Å):
H 0.307 -0.231 -0.091
H -0.184 0.240 -0.168
C -0.469 -0.073 -0.618
H -0.014 -0.074 -0.200
O -0.084 -0.087 0.103
H 0.055 0.272 -0.092
H -0.056 0.025 0.086
H 0.019 0.102 0.176
H -0.210 0.120 0.044
C 0.360 0.128 0.796
C 0.321 -0.469 0.074
H -0.013 0.024 -0.044
H -0.031 0.024 -0.068


(3)
Density functional theory data (ωB97M-V with the def2-TZVPD basis set) for a cluster of 2 separate species, C3H9O in total in a non-equilibrium geometry.

Results
LUMO level (alpha / beta) in eV: 1.0 / -1.4
Maximum force in eV/Å: 1.24
⟨S²⟩: 0.754
Energy relative to the best compared isomer or geometry (same formula, charge and spin) in eV: 0.390
E_tot in Eh: -194.8433
HOMO-LUMO gap (alpha / beta) in eV: 11.6 / 8.7
2S+1: 2

Cartesian coordinates (Å):
H -4.827 0.702 -0.545
H 2.642 -1.021 1.368
H 3.950 -0.156 0.597
C 2.888 -0.389 0.524
C 2.720 -1.246 -0.743
H 2.321 0.539 0.433
H -3.748 2.069 -0.156
C -4.497 1.394 0.232
H -3.999 0.752 0.956
H 3.316 -2.164 -0.629
H 1.691 -1.662 -0.787
O 2.931 -0.649 -1.923
H -5.387 1.829 0.674

Force components x, y, z for each atom (eV/Å):
H 0.036 0.233 -0.208
H -0.340 0.241 0.386
H 0.023 0.235 0.133
C 0.466 -0.312 -1.111
C -0.295 -0.159 1.104
H -0.078 -0.199 0.345
H -0.220 0.449 -0.094
C 0.022 -1.206 -0.012
H -0.044 0.109 0.287
H 0.148 -0.113 -0.276
H -0.038 0.111 -0.140
O 0.115 0.197 -0.440
H 0.207 0.415 0.027


(4)
Density functional theory data (ωB97M-V with the def2-TZVPD basis set) for a structure of composition C3H9O2 in a non-equilibrium geometry.

Results
LUMO level in eV: 4.5
Total charge: -1
Maximum force in eV/Å: 3.33
Energy relative to the best compared isomer or geometry (same formula, charge and spin) in eV: 1.841
E_tot in Eh: -270.1181
HOMO-LUMO gap in eV: 7.9
2S+1: 1

Cartesian coordinates (Å):
H 1.862 -2.074 -1.755
H -3.174 1.698 0.418
H -2.301 1.931 2.167
C -2.431 1.366 1.224
H 2.254 -0.218 0.475
C 1.671 -1.008 -1.586
O -1.166 1.550 0.610
C 1.390 -0.778 0.012
H 0.800 -0.428 -2.011
O 0.101 -0.595 0.360
H 1.666 -1.741 0.388
H 2.612 -0.614 -2.083
H -0.578 0.519 0.290
H -2.705 0.391 1.491

Force components x, y, z for each atom (eV/Å):
H -1.305 0.008 -0.310
H 0.058 0.142 1.643
H -1.291 0.249 -0.287
C 1.661 2.193 -1.872
H -0.964 0.953 -0.350
C 0.288 1.752 0.548
O 0.453 -1.694 -0.654
C 1.638 -1.133 -0.946
H 0.742 -1.452 -0.274
O -0.647 1.087 -0.483
H 0.332 -1.303 0.501
H -0.747 0.389 1.015
H -0.084 0.766 1.141
H -0.132 -1.958 0.327


(5)
Density functional theory data (ωB97M-V with the def2-TZVPD basis set) for a cluster of 2 separate species, C3H9O2 in total in a non-equilibrium geometry.

Results
LUMO level in eV: 4.3
Total charge: -1
Maximum force in eV/Å: 1.89
Energy relative to the best compared isomer or geometry (same formula, charge and spin) in eV: 1.081
E_tot in Eh: -270.1460
HOMO-LUMO gap in eV: 7.0
2S+1: 1

Cartesian coordinates (Å):
H -1.383 0.970 2.499
H 0.068 -1.136 0.467
H -1.154 0.931 -0.350
H 0.189 0.899 1.574
H -0.383 -2.079 -1.074
O 0.382 0.942 -1.293
C 0.384 -1.541 -0.479
C 0.973 -0.280 -1.326
H -0.754 2.340 1.502
H 1.233 -2.220 -0.175
H 2.033 -0.307 -1.009
O -1.634 0.818 0.512
H 0.890 -0.594 -2.438
C -0.845 1.256 1.590

Force components x, y, z for each atom (eV/Å):
H 0.280 0.096 0.118
H -0.871 0.011 0.286
H 1.006 -0.071 0.264
H -0.105 -0.413 0.034
H 0.213 0.271 0.787
O -0.392 -0.379 1.108
C 1.180 0.622 -0.733
C -0.803 -0.770 -1.524
H 0.019 0.343 0.526
H -0.675 0.316 -0.761
H 0.319 0.363 -0.214
O -0.657 -0.372 0.068
H 0.751 -0.447 1.030
C -0.264 0.430 -0.989


(6)
Density functional theory data (ωB97M-V with the def2-TZVPD basis set) for a cluster of 2 separate species, C3H9O2P2 in total in a non-equilibrium geometry.

Results
LUMO level (alpha / beta) in eV: 4.1 / 4.1
Total charge: -1
Maximum force in eV/Å: 4.44
Energy relative to the best compared isomer or geometry (same formula, charge and spin) in eV: 2.290
E_tot in Eh: -952.9005
HOMO-LUMO gap (alpha / beta) in eV: 7.1 / 7.1
2S+1: 1

Cartesian coordinates (Å):
O 2.256 -1.041 1.596
H -0.479 1.728 1.006
H -1.480 -0.879 1.424
C -1.237 1.133 0.549
O 1.908 -1.293 -0.911
C -1.174 -1.250 -0.584
H -0.665 -2.190 -0.556
H -2.320 1.405 0.922
H 1.393 1.542 -1.165
P 1.651 -0.566 0.360
P 2.135 1.695 0.104
C -1.020 -0.374 0.603
H -0.733 -0.822 -1.595
H 3.288 1.057 -0.289
H -1.285 1.315 -0.505
H -2.236 -1.458 -0.960

Force components x, y, z for each atom (eV/Å):
O 0.742 -0.313 1.916
H 0.401 0.441 0.542
H 0.208 -0.110 1.074
C -2.968 -1.603 -0.253
O -0.376 0.387 -0.354
C -1.054 1.311 -4.108
H 0.245 -0.666 0.542
H 1.946 -0.196 -0.296
H 0.925 0.349 0.705
P -2.552 0.517 -0.437
P -1.768 -0.730 -0.400
C 2.953 0.081 -0.282
H -0.478 -0.326 2.035
H 0.938 -0.037 -0.720
H 0.213 0.800 -0.800
H 0.623 0.097 0.834


(7)
Density functional theory data (ωB97M-V with the def2-TZVPD basis set) for a cluster of 2 separate species, C3H9O2PS in total.

Results
LUMO level in eV: 0.6
Maximum force in eV/Å: 0.84
SMILES string: CP(C)SO.C=O
Energy relative to the best compared isomer or geometry (same formula, charge and spin) in eV: 2.115
E_tot in Eh: -1009.6808
HOMO-LUMO gap in eV: 9.2
2S+1: 1

Cartesian coordinates (Å):
P -0.100 0.130 -0.747
O -3.191 -0.194 0.204
H 0.895 -2.463 1.586
H 0.208 1.860 0.924
O 1.270 -2.059 0.796
H 1.847 -0.118 -2.188
H -4.985 -0.420 -0.677
H -3.504 -0.244 -1.784
S 0.023 -1.943 -0.335
C 0.013 0.791 0.979
H 2.334 -0.089 -0.481
C 1.680 0.361 -1.226
H 1.898 1.423 -1.315
H 0.819 0.302 1.525
H -0.939 0.627 1.479
C -3.893 -0.286 -0.755

Force components x, y, z for each atom (eV/Å):
P 0.670 -0.239 0.445
O 0.273 0.064 0.475
H -0.088 0.131 0.042
H 0.014 0.112 0.022
O 0.045 -0.099 -0.223
H 0.031 0.017 -0.044
H -0.074 -0.011 0.119
H 0.212 0.029 -0.081
S -0.165 0.008 0.000
C -0.187 -0.124 -0.321
H 0.046 0.045 0.012
C -0.367 -0.038 0.005
H 0.046 0.117 -0.008
H -0.021 0.035 -0.031
H -0.031 0.018 0.043
C -0.403 -0.066 -0.457


(8)
Density functional theory data (ωB97M-V with the def2-TZVPD basis set) for a cluster of 2 separate species, C3H9O2PS in total in a non-equilibrium geometry.

Results
LUMO level (alpha / beta) in eV: 0.9 / -1.5
Maximum force in eV/Å: 1.58
⟨S²⟩: 2.006
Energy relative to the best compared isomer or geometry (same formula, charge and spin) in eV: 0.258
E_tot in Eh: -1009.6091
HOMO-LUMO gap (alpha / beta) in eV: 7.8 / 7.9
2S+1: 3

Cartesian coordinates (Å):
C -2.064 1.781 0.357
H 1.972 -1.965 1.075
H -1.728 2.592 0.995
H 3.658 -1.563 0.641
H -1.754 1.969 -0.667
H -0.592 -0.424 -1.241
H -1.308 -1.819 -0.408
H -2.362 -0.586 -1.130
O 1.247 0.474 -1.285
P -1.354 0.181 0.977
O 2.437 0.026 0.920
H -3.153 1.740 0.401
H 2.362 -1.388 -0.572
C 2.611 -1.299 0.491
S 1.454 1.037 0.051
C -1.426 -0.757 -0.604

Force components x, y, z for each atom (eV/Å):
C 0.270 -0.359 0.262
H 0.017 0.011 -0.010
H -0.012 0.170 0.059
H -0.090 0.027 0.009
H 0.007 0.074 -0.147
H -0.528 -0.246 0.106
H -0.007 -0.132 -0.013
H -0.135 -0.023 -0.042
O 0.130 0.107 -0.302
P -0.885 -0.169 0.109
O -0.588 1.381 0.031
H -0.044 0.009 -0.074
H 0.097 -0.133 0.197
C 0.010 -0.776 -0.557
S 1.525 -0.046 0.417
C 0.232 0.107 -0.043


(9)
Density functional theory data (ωB97M-V with the def2-TZVPD basis set) for a cluster of 2 separate species, C3H9O2PS2 in total in a non-equilibrium geometry.

Results
LUMO level in eV: -0.4
Maximum force in eV/Å: 5.60
SMILES string: CCCOP=O.SS
Energy relative to the best compared isomer or geometry (same formula, charge and spin) in eV: 2.039
E_tot in Eh: -1407.8945
HOMO-LUMO gap in eV: 9.1
2S+1: 1

Cartesian coordinates (Å):
O -2.737 -1.130 -1.999
H -0.986 1.310 -1.577
H 2.157 -0.288 -0.709
C -0.511 -0.437 1.287
C -0.475 0.573 -0.878
H -1.210 -0.869 2.120
O -0.265 -0.563 -1.600
P -1.367 -1.431 -2.461
S 2.982 -0.997 0.169
H 3.979 1.346 1.348
H -0.129 -1.325 0.637
H -1.603 1.546 0.723
H -2.203 0.005 -0.025
H 0.605 1.052 -0.524
S 2.731 0.702 1.408
C -1.299 0.461 0.337
H 0.329 0.045 1.744

Force components x, y, z for each atom (eV/Å):
O 0.560 -0.092 -0.463
H 0.855 -0.459 0.755
H 0.897 -1.320 0.266
C -2.074 -2.485 0.436
C 1.753 5.310 -0.225
H 1.448 0.690 -1.421
O -0.006 -2.719 -1.706
P 0.107 0.634 1.105
S -0.977 2.014 -0.396
H -1.101 -0.848 -0.200
H -0.591 1.374 1.472
H 0.925 -2.318 -0.620
H -0.699 -0.318 0.469
H -2.456 -1.175 -1.265
S 1.489 0.170 0.296
C -0.411 1.255 1.273
H 0.281 0.288 0.225


(10)
Density functional theory data (ωB97M-V with the def2-TZVPD basis set) for a cluster of 2 separate species, C3H9O3 in total in a non-equilibrium geometry.

Results
LUMO level in eV: 4.0
Total charge: -1
Maximum force in eV/Å: 3.85
Energy relative to the best compared isomer or geometry (same formula, charge and spin) in eV: 1.759
E_tot in Eh: -345.3689
HOMO-LUMO gap in eV: 7.2
2S+1: 1

Cartesian coordinates (Å):
H -2.359 1.903 0.102
O 0.927 -1.036 -0.574
H -0.086 1.487 -0.736
H -1.046 -0.908 -1.352
C -1.931 0.860 0.366
H -1.025 -1.375 0.212
H -2.589 0.033 0.002
H 2.467 -0.613 -1.048
H -2.053 -0.343 2.094
H 0.192 0.625 0.915
C -0.297 -0.708 -0.442
C -0.491 0.757 0.003
H 3.751 0.554 -1.370
O -2.074 0.564 1.883
O 3.530 -0.380 -1.106

Force components x, y, z for each atom (eV/Å):
H 0.239 -1.734 1.013
O 2.295 -1.246 -0.342
H -0.376 -0.552 0.548
H 1.050 0.648 -0.041
C -1.280 0.279 2.387
H 1.199 0.598 0.537
H 0.669 0.872 -0.744
H 2.073 1.234 0.090
H 0.223 -1.743 -0.545
H -1.036 1.369 -0.960
C -3.154 -0.437 -1.591
C 0.927 -1.620 0.888
H -1.161 -1.625 0.456
O -0.300 3.586 -1.367
O -1.367 0.371 -0.328


Q: Among the records above, which one has the lowest energy relative to the best compared isomer or geometry (same formula, charge and spin)?
A: number 2


Q: What is the formula in the sixth record?
A: C3H9O2P2


Q: maximum force of number 5 (C3H9O2)?
A: 1.89 eV/Å